# 1
A cluster of 6 separate species, C80H57BClIN3O15 in total in a non-equilibrium geometry, computed with ωB97M-V/def2-TZVPD.

charge	+1
lowest unoccupied orbital energy	-3.7	eV

Positions of all 158 atoms, in Å:
C 1.612 2.124 0.592
C 1.956 3.193 1.680
C 0.709 4.021 2.206
Cl 0.775 4.379 3.969
N -0.530 3.307 1.833
N -1.151 3.848 0.748
C -2.181 3.014 0.599
O -3.010 3.236 -0.441
B -2.158 3.172 -1.622
O -1.933 1.890 -2.147
O -1.572 4.288 -2.193
N -2.254 2.009 1.536
C -3.262 0.931 1.620
C -4.580 1.333 2.374
C -5.583 1.902 1.280
O -6.306 2.977 1.907
C -6.913 3.806 0.949
C -6.462 5.285 0.947
O -7.744 3.343 0.238
C -1.136 2.244 2.339
I -0.482 1.131 4.030
H 0.874 2.476 -0.169
H 2.517 1.799 -0.004
H 1.227 1.206 1.103
H 2.687 3.917 1.257
H 2.392 2.677 2.565
H 0.730 5.000 1.681
H -0.982 1.704 -2.043
H -0.652 4.414 -1.911
H -3.526 0.605 0.591
H -2.791 0.100 2.199
H -4.435 2.055 3.203
H -5.061 0.394 2.739
H -4.998 2.240 0.397
H -6.304 1.099 1.008
H -7.377 5.900 1.107
H -5.779 5.481 1.806
H -5.926 5.535 0.009
C 0.808 9.786 -0.461
C 1.484 10.986 -0.662
C 2.856 10.986 -0.860
C 3.561 9.787 -0.846
C 2.887 8.586 -0.621
C 1.507 8.589 -0.440
C 3.632 7.303 -0.554
O 3.043 6.252 -0.361
C 5.106 7.322 -0.719
C 5.825 6.137 -0.603
C 7.202 6.142 -0.768
C 7.865 7.330 -1.059
C 7.154 8.515 -1.170
C 5.775 8.517 -0.991
C 5.028 9.798 -1.078
O 5.606 10.835 -1.328
H -0.266 9.787 -0.316
H 0.939 11.922 -0.667
H 3.378 11.921 -1.022
H 0.977 7.659 -0.278
H 5.313 5.209 -0.380
H 7.761 5.219 -0.673
H 8.940 7.332 -1.195
H 7.674 9.439 -1.392
C 2.240 -2.247 -3.622
C 2.962 -3.216 -4.313
C 4.341 -3.281 -4.179
C 5.004 -2.371 -3.363
C 4.282 -1.384 -2.689
C 2.898 -1.333 -2.813
C 4.982 -0.375 -1.854
O 4.353 0.485 -1.262
C 6.462 -0.427 -1.760
C 7.139 0.544 -1.029
C 8.521 0.496 -0.925
C 9.233 -0.527 -1.543
C 8.564 -1.494 -2.278
C 7.179 -1.442 -2.397
C 6.477 -2.463 -3.214
O 7.096 -3.355 -3.759
H 1.162 -2.203 -3.721
H 2.448 -3.921 -4.955
H 4.900 -4.040 -4.714
H 2.332 -0.577 -2.282
H 6.589 1.341 -0.543
H 9.046 1.256 -0.359
H 10.312 -0.567 -1.455
H 9.122 -2.287 -2.761
C -6.429 3.452 8.507
C -7.678 3.627 9.097
C -8.735 2.802 8.744
C -8.551 1.805 7.792
C -7.306 1.645 7.182
C -6.243 2.465 7.552
C -7.105 0.619 6.129
O -6.009 0.484 5.606
C -8.261 -0.226 5.725
C -8.114 -1.157 4.699
C -9.184 -1.957 4.328
C -10.404 -1.840 4.984
C -10.559 -0.911 6.002
C -9.493 -0.096 6.369
C -9.686 0.917 7.436
O -10.753 1.021 8.005
H -5.602 4.092 8.791
H -7.825 4.407 9.834
H -9.703 2.938 9.209
H -5.272 2.335 7.092
H -7.166 -1.257 4.185
H -9.067 -2.677 3.526
H -11.237 -2.471 4.698
H -11.513 -0.819 6.507
C -6.806 -10.143 4.017
C -5.498 -10.519 3.724
C -4.485 -9.572 3.728
C -4.777 -8.242 4.012
C -6.094 -7.861 4.281
C -7.104 -8.818 4.294
C -6.431 -6.438 4.538
O -7.575 -6.104 4.776
C -5.344 -5.426 4.490
C -5.648 -4.081 4.672
C -4.643 -3.133 4.642
C -3.325 -3.518 4.438
C -3.010 -4.855 4.251
C -4.021 -5.813 4.267
C -3.682 -7.240 4.030
O -2.529 -7.579 3.848
H -7.594 -10.886 4.022
H -5.269 -11.553 3.496
H -3.467 -9.869 3.505
H -8.124 -8.529 4.515
H -6.672 -3.768 4.836
H -4.887 -2.084 4.780
H -2.538 -2.772 4.421
H -1.981 -5.152 4.087
C 7.343 -9.035 -10.791
C 6.739 -8.313 -11.817
C 6.497 -6.957 -11.663
C 6.847 -6.318 -10.478
C 7.431 -7.047 -9.441
C 7.688 -8.404 -9.605
C 7.766 -6.390 -8.151
O 8.278 -7.023 -7.248
C 7.456 -4.947 -7.982
C 7.711 -4.329 -6.761
C 7.437 -2.980 -6.597
C 6.917 -2.239 -7.655
C 6.656 -2.851 -8.872
C 6.915 -4.208 -9.036
C 6.599 -4.861 -10.332
O 6.141 -4.215 -11.255
H 7.540 -10.093 -10.916
H 6.459 -8.811 -12.737
H 6.032 -6.398 -12.466
H 8.153 -8.970 -8.808
H 8.119 -4.900 -5.936
H 7.631 -2.504 -5.649
H 6.710 -1.183 -7.527
H 6.246 -2.273 -9.691


# 2
An isolated molecule of C5H7NO, computed with ωB97M-V/def2-TZVPD.

energy relative to the best compared isomer or geometry (same formula, charge and spin)	250.7	kJ/mol
lowest unoccupied orbital energy	1.0	eV

Positions of all 14 atoms, in Å:
H 1.668 -2.233 -0.746
N 1.258 -1.460 -0.236
C 1.861 -0.381 -0.488
O 1.506 0.792 0.058
C 0.364 0.793 0.925
C -0.941 1.048 0.158
C -1.697 -0.136 -0.261
C -2.379 -1.075 -0.582
H 2.727 -0.238 -1.147
H 0.561 1.627 1.601
H 0.314 -0.135 1.497
H -1.590 1.659 0.796
H -0.694 1.666 -0.712
H -2.956 -1.928 -0.865


# 3
A structure of composition C38H35ClN2Si2Sn in a non-equilibrium geometry, computed with ωB97M-V/def2-TZVPD.

energy relative to the best compared isomer or geometry (same formula, charge and spin)	481.6	kJ/mol
lowest unoccupied orbital energy (alpha / beta)	-1.2 / -1.2	eV

Positions of all 79 atoms, in Å:
C -1.088 4.555 1.461
C -0.062 4.029 0.627
C -0.641 3.009 -0.210
H 0.973 4.388 0.574
C -2.059 2.903 0.154
C -2.303 3.881 1.183
H -3.289 4.147 1.581
H -0.974 5.387 2.166
H -0.180 2.541 -1.084
H -2.803 2.347 -0.423
Sn -0.786 1.573 1.715
Si 0.114 -1.708 0.187
C 1.933 -0.834 0.126
C 2.924 -1.637 0.687
H 2.637 -2.535 1.246
C 4.277 -1.347 0.451
H 5.050 -2.049 0.775
C 4.650 -0.181 -0.235
H 5.710 0.028 -0.431
C 3.649 0.682 -0.693
H 3.929 1.575 -1.261
C 2.293 0.374 -0.484
H 1.537 1.080 -0.841
C -0.905 -0.901 -1.368
C -0.224 -0.488 -2.577
H 0.889 -0.438 -2.690
C -0.986 0.175 -3.600
H -0.476 0.502 -4.511
C -2.335 0.453 -3.416
H -2.914 0.956 -4.205
C -2.970 0.097 -2.220
H -4.023 0.359 -2.068
C -2.275 -0.590 -1.218
H -2.781 -0.845 -0.277
H -0.122 -0.247 0.630
Si 0.500 -2.453 -2.235
C -0.643 -3.440 -3.240
C -0.166 -3.978 -4.447
H 0.874 -4.311 -4.530
C -1.052 -4.064 -5.532
H -0.687 -4.376 -6.516
C -2.411 -3.743 -5.368
H -3.082 -3.693 -6.234
C -2.908 -3.470 -4.082
H -3.984 -3.314 -3.931
C -2.026 -3.402 -2.998
H -2.391 -3.294 -1.974
C 2.271 -3.144 -2.411
C 3.175 -2.427 -3.211
H 2.817 -1.548 -3.763
C 4.529 -2.797 -3.290
H 5.210 -2.204 -3.914
C 5.002 -3.914 -2.585
H 6.065 -4.188 -2.655
C 4.103 -4.652 -1.804
H 4.484 -5.533 -1.272
C 2.746 -4.282 -1.718
H 2.062 -4.875 -1.106
H 0.564 -2.806 1.095
Cl -1.670 -1.844 1.596
N -2.883 1.576 3.106
C -2.691 2.235 4.369
C -3.747 2.447 5.244
C -3.504 3.142 6.448
C -2.243 3.631 6.767
C -1.148 3.446 5.878
C 0.134 4.002 6.081
C 1.118 3.832 5.116
C 0.846 3.092 3.961
N -0.367 2.532 3.755
C -1.381 2.702 4.680
H -3.100 0.579 3.190
H -3.660 1.964 2.563
H -4.748 2.072 4.982
H -4.334 3.308 7.134
H -2.053 4.186 7.693
H 0.301 4.556 7.001
H 2.107 4.262 5.229
H 1.601 2.946 3.179


# 4
A cluster of 2 separate species, C4H12 in total in a non-equilibrium geometry, computed with ωB97M-V/def2-TZVPD.

energy relative to the best compared isomer or geometry (same formula, charge and spin)	13.6	kJ/mol
lowest unoccupied orbital energy	1.2	eV

Positions of all 16 atoms, in Å:
C 2.338 0.730 0.086
C 1.401 1.634 0.879
H 3.349 1.149 0.206
H 2.403 -0.314 0.367
H 2.130 0.899 -0.967
H 1.377 2.645 0.476
H 0.374 1.310 0.915
H 1.691 1.703 1.933
C -2.606 -1.114 -0.694
C -1.143 -1.335 -0.294
H -2.986 -1.892 -1.342
H -3.235 -1.064 0.197
H -2.732 -0.174 -1.231
H -0.984 -2.345 0.087
H -0.454 -1.211 -1.120
H -0.922 -0.621 0.501


# 5
A structure of composition C8H6N2O5Zn in a non-equilibrium geometry, computed with ωB97M-V/def2-TZVPD.

charge	+2
lowest unoccupied orbital energy	-8.1	eV

Positions of all 22 atoms, in Å:
O -3.094 1.149 -2.537
C -2.087 1.380 -2.065
Zn 0.122 1.764 -0.964
O -0.022 4.810 -2.839
C -0.014 3.828 -2.258
C 2.015 2.467 -0.238
O 3.030 2.778 0.191
C 1.012 0.929 -2.831
O 1.534 0.454 -3.730
C -1.028 2.921 0.559
O -1.556 3.473 1.408
C -0.107 -3.389 0.530
N 0.007 -2.098 1.237
C 0.126 -2.103 2.710
C 0.004 -0.977 0.576
N -0.006 0.038 -0.027
H -0.079 -4.184 1.293
H 0.725 -3.503 -0.183
H -1.049 -3.425 -0.038
H 1.067 -1.618 3.013
H -0.706 -1.539 3.157
H 0.106 -3.156 3.036


# 6
A structure of composition C48H122F6N10O14Zn in a non-equilibrium geometry, computed with ωB97M-V/def2-TZVPD.

energy relative to the best compared isomer or geometry (same formula, charge and spin)	779.2	kJ/mol
lowest unoccupied orbital energy	0.5	eV

Positions of all 201 atoms, in Å:
Zn 1.571 -2.911 -1.693
C 0.999 -0.154 0.191
O -0.314 -0.250 -0.424
O 1.745 -1.236 -0.370
C 1.508 1.358 0.302
F 0.616 2.191 0.887
F 2.772 1.538 0.836
F 1.708 1.810 -0.893
C -1.451 -0.412 0.457
C -2.666 -0.937 -0.332
H -2.584 -1.956 -0.709
H -3.564 -0.716 0.246
H -2.686 -0.405 -1.283
H -1.817 0.560 0.787
H -1.331 -1.020 1.354
H 0.790 -0.470 1.213
C 0.568 -5.454 -3.681
O -0.705 -5.114 -3.195
O 1.422 -4.449 -3.116
C 0.939 -6.968 -3.498
F 0.965 -7.394 -2.281
F -0.120 -7.639 -3.992
F 2.050 -7.351 -4.183
C -1.813 -4.886 -4.142
C -3.126 -4.546 -3.390
H -3.490 -5.273 -2.664
H -2.996 -3.695 -2.721
H -3.968 -4.286 -4.032
H -2.144 -5.801 -4.633
H -1.505 -4.186 -4.919
H 0.695 -5.277 -4.749
C 9.728 1.685 2.861
C 8.596 1.823 3.888
C 7.210 1.635 3.419
O 7.019 2.660 2.370
C 6.084 2.269 1.433
N 8.644 0.685 4.868
H 9.438 2.163 1.925
H 9.947 0.648 2.606
H 10.659 2.177 3.145
H 8.827 2.668 4.537
H 6.443 1.691 4.192
H 7.050 0.617 3.066
H 6.362 1.307 1.001
H 6.030 3.028 0.653
H 5.076 2.202 1.842
H 9.433 0.783 5.491
H 7.956 0.887 5.579
C 3.747 2.971 -3.304
C 3.138 4.401 -3.550
C 1.902 4.139 -4.544
O 2.492 3.487 -5.728
C 3.123 4.341 -6.637
N 2.702 4.919 -2.258
H 4.391 3.122 -2.437
H 4.283 2.532 -4.146
H 2.974 2.303 -2.923
H 3.825 5.073 -4.065
H 1.398 5.009 -4.965
H 1.110 3.511 -4.137
H 3.534 3.741 -7.448
H 3.999 4.821 -6.200
H 2.352 5.066 -6.900
H 2.134 4.243 -1.769
H 3.487 5.108 -1.650
C -1.216 -0.861 -4.145
C 0.090 -1.529 -3.738
C 1.282 -0.628 -3.658
O 2.304 -1.480 -3.262
C 3.606 -0.964 -3.479
N -0.205 -2.064 -2.467
H -1.228 -0.596 -5.203
H -1.507 0.044 -3.613
H -2.020 -1.588 -4.029
H 0.332 -2.249 -4.519
H 1.075 0.128 -2.901
H 1.538 -0.023 -4.528
H 3.716 0.084 -3.202
H 3.737 -1.043 -4.559
H 4.331 -1.584 -2.952
H -0.789 -1.432 -1.938
H -0.851 -2.835 -2.551
C -2.182 6.974 1.668
C -1.576 7.604 0.470
C -1.584 6.664 -0.807
O -0.739 5.578 -0.579
C -0.699 4.825 -1.714
N -2.212 8.898 0.156
H -2.263 7.710 2.468
H -1.627 6.140 2.098
H -3.232 6.755 1.472
H -0.521 7.844 0.600
H -1.232 7.236 -1.666
H -2.586 6.287 -1.014
H -0.295 5.377 -2.562
H -1.623 4.262 -1.850
H 0.008 4.008 -1.571
H -3.218 8.870 0.075
H -1.918 9.638 0.777
C -5.896 3.593 -0.882
C -5.335 2.670 0.144
C -3.969 3.175 0.806
O -3.688 2.228 1.827
C -3.648 2.816 3.070
N -6.360 2.657 1.232
H -6.370 4.526 -0.578
H -6.648 3.082 -1.483
H -5.051 3.860 -1.518
H -5.198 1.639 -0.182
H -3.957 4.219 1.117
H -3.249 3.149 -0.012
H -4.600 3.165 3.469
H -2.838 3.544 3.103
H -3.215 2.067 3.733
H -5.810 2.008 1.777
H -6.456 3.553 1.689
C -1.383 -4.723 -0.117
C -0.138 -4.288 0.675
C 0.122 -5.346 1.748
O 1.146 -4.700 2.649
C 1.525 -5.634 3.632
N 1.061 -4.263 -0.188
H -1.479 -4.112 -1.014
H -2.328 -4.493 0.374
H -1.408 -5.713 -0.571
H -0.297 -3.310 1.128
H 0.446 -6.321 1.387
H -0.723 -5.426 2.433
H 2.388 -5.079 4.001
H 1.879 -6.583 3.231
H 0.771 -5.755 4.409
H 1.129 -5.193 -0.577
H 1.682 -4.378 0.600
C 5.111 -2.384 0.123
C 4.588 -3.842 0.075
C 3.947 -4.557 1.267
O 3.395 -5.784 0.841
C 4.270 -6.860 0.652
N 3.766 -3.707 -1.161
H 5.717 -2.446 1.028
H 4.338 -1.630 0.274
H 5.753 -2.100 -0.711
H 5.521 -4.365 -0.137
H 3.219 -3.905 1.748
H 4.754 -4.827 1.948
H 5.083 -6.936 1.374
H 4.746 -6.879 -0.328
H 3.692 -7.784 0.646
H 4.463 -3.407 -1.828
H 3.400 -4.566 -1.547
C -3.201 -1.216 4.502
C -4.075 -1.889 3.490
C -5.023 -2.930 4.240
O -4.213 -4.034 4.613
C -4.993 -5.063 5.257
N -4.994 -0.879 2.898
H -2.359 -0.805 3.945
H -2.807 -1.868 5.282
H -3.635 -0.401 5.082
H -3.468 -2.498 2.819
H -5.785 -3.253 3.530
H -5.600 -2.537 5.077
H -5.693 -5.499 4.544
H -5.512 -4.627 6.111
H -4.268 -5.710 5.751
H -5.510 -0.356 3.591
H -4.342 -0.149 2.649
C -8.855 0.256 -3.571
C -7.865 1.344 -3.494
C -6.460 0.705 -3.344
O -5.486 1.794 -3.520
C -4.175 1.226 -3.208
N -7.901 2.149 -4.729
H -9.039 -0.352 -2.685
H -8.771 -0.431 -4.413
H -9.849 0.641 -3.800
H -7.909 2.024 -2.643
H -6.181 -0.129 -3.988
H -6.343 0.641 -2.262
H -3.526 2.040 -3.532
H -3.791 0.349 -3.728
H -4.130 0.990 -2.145
H -6.975 2.530 -4.598
H -7.659 1.520 -5.482
C 3.788 0.327 3.746
C 3.314 1.360 4.745
C 1.811 1.632 4.643
O 1.358 2.847 5.356
C 0.188 3.390 4.702
N 3.595 0.784 6.111
H 4.829 0.149 4.016
H 3.842 0.809 2.770
H 3.274 -0.632 3.685
H 3.862 2.297 4.642
H 1.275 0.749 4.990
H 1.642 1.797 3.579
H -0.313 4.063 5.398
H -0.573 2.672 4.398
H 0.406 3.855 3.740
H 3.093 1.389 6.746
H 3.277 -0.165 6.254


M per entry: 1473.51; 97.12; 730.05; 60.14; 275.53; 1242.94 u